(1)
Entry from OMol25: a structure of composition C53H43I4N8O2PTi (the ωB97M-V functional and the def2-TZVPD basis).

```
112
Properties=species:S:1:pos:R:3:forces:R:3
I -0.5650 4.2508 -7.4033 -0.044 0.040 -0.084
C 0.2922 1.9793 -5.5844 -0.023 0.055 -0.026
N 1.9210 -0.6395 -0.9699 -0.080 -0.133 -0.038
C -1.6390 3.3482 -1.4687 -0.071 0.125 -0.113
H -0.8112 3.5375 -2.1528 0.021 -0.024 0.026
C 5.9345 -5.0566 -0.1631 0.013 -0.026 -0.018
Ti 0.5417 -0.3184 0.4608 -0.402 0.060 0.436
C 3.9026 -3.8481 -0.6559 -0.060 0.007 0.016
C 0.8391 5.7614 4.3892 -0.001 -0.030 -0.017
C -4.3418 -4.1650 3.9901 0.073 0.028 -0.021
H -2.2134 2.8921 -4.0313 -0.026 -0.025 -0.006
C 1.2388 2.1605 -3.3276 -0.023 0.070 -0.162
H 3.0354 -0.0712 -4.0483 -0.001 0.013 -0.013
C 1.2497 3.4795 3.6997 -0.014 -0.040 -0.084
C 2.1729 -2.9280 0.8666 -0.301 -0.097 0.199
C 2.7871 -0.4925 -3.0884 -0.073 -0.140 -0.021
C 2.0067 3.2890 4.8504 0.017 0.011 0.010
C -4.4966 1.3537 -2.1410 -0.093 -0.080 -0.004
H -1.2665 -4.8080 2.8046 -0.003 -0.007 0.009
H 0.7098 5.2260 -4.7433 -0.002 0.019 -0.012
H 2.7988 -4.5579 -2.3478 -0.016 0.016 -0.012
H -3.2048 2.2232 0.8463 -0.007 0.004 0.001
H 2.4680 2.3255 5.0254 0.006 -0.014 0.001
C 5.7089 -5.8762 -1.2598 -0.061 0.081 0.026
C 0.7726 1.4023 -4.4250 -0.032 -0.007 0.057
N 1.1241 -2.0822 1.2055 0.041 0.178 -0.245
N 0.1180 0.1440 2.3614 0.071 0.103 -0.327
C 2.1822 4.3144 5.7686 -0.007 0.027 0.005
H 2.6803 4.1356 -1.2275 0.027 0.011 0.047
C 1.6749 2.2096 -0.7952 -0.042 0.133 -0.030
C -4.2951 -2.7796 4.0068 0.012 0.004 0.001
H -3.9779 3.2161 -3.9500 0.019 -0.023 -0.003
O -3.2532 -1.6081 -0.2268 -0.047 -0.085 -0.137
H 0.3788 6.7230 4.2088 0.001 0.013 0.008
C 0.6739 4.7278 3.4802 -0.015 0.036 0.047
H -2.8675 4.6615 -2.5074 -0.018 -0.020 0.007
H -5.1658 -2.2053 4.2916 -0.013 0.005 0.012
H -3.5134 0.5983 0.2183 0.031 0.047 -0.031
C 4.5860 -5.6990 -2.0527 0.012 -0.009 0.009
N -4.3291 2.1586 -0.9315 0.033 0.046 -0.014
H 0.5967 -4.6540 3.1817 0.048 -0.041 0.029
H -1.3413 0.8835 -3.1987 -0.022 0.010 0.009
H 2.4466 4.5333 1.4074 -0.002 0.037 0.019
C -3.1174 2.7947 -3.4258 -0.002 0.080 -0.004
H -1.3064 -3.1177 -3.4192 0.003 0.028 0.002
H 6.8112 -5.1969 0.4534 0.015 -0.008 0.008
H -0.1592 -4.3797 -1.7761 0.005 0.028 0.043
H -4.9814 3.9077 -1.8360 0.007 -0.014 0.026
C -3.1410 -2.1264 3.6164 -0.024 -0.013 -0.045
H -0.0759 1.3480 -6.3818 -0.005 -0.008 -0.024
C 0.3589 1.2747 3.1573 -0.022 -0.081 -0.150
C 1.0508 2.3608 2.7375 -0.005 0.080 0.222
H 5.2013 -3.4081 0.9886 -0.005 0.014 0.014
C 3.3144 -1.5975 -2.5244 0.048 0.022 -0.143
C 0.9256 -3.9627 2.4283 -0.241 0.221 -0.007
I -6.0766 -5.1587 4.5680 -0.077 -0.045 0.023
I 7.0666 -7.3875 -1.7160 0.063 -0.072 -0.021
C 1.2149 3.5574 -3.5086 -0.036 0.031 0.055
H 4.0475 -2.2548 -2.9626 0.026 -0.032 0.008
C 0.7164 4.1468 -4.6613 -0.019 -0.018 -0.035
N -3.3553 1.4518 -3.0458 0.030 0.019 0.001
H -2.3461 -0.2372 -2.3052 -0.016 0.000 0.007
C -0.6603 -0.7275 3.0880 0.168 -0.243 0.103
I 1.8542 7.0953 6.9007 0.011 0.082 0.074
H -3.2780 -5.9600 3.4930 -0.001 0.000 0.005
H -0.3485 1.7815 5.2283 0.033 0.034 0.032
N -0.7099 -2.5768 -2.8029 -0.017 0.022 -0.047
H 2.7758 4.1510 6.6571 0.007 0.004 0.013
C 1.5763 1.5014 -2.0786 0.179 -0.109 0.064
N 1.3003 1.6214 0.3794 -0.068 -0.377 0.146
C 5.0288 -4.0510 0.1351 0.028 0.002 -0.004
C 1.9785 0.1692 -2.0757 0.157 0.249 0.082
C 0.3407 -2.7201 2.1332 0.180 -0.205 0.097
C 2.1142 3.6701 0.8556 0.050 0.052 0.175
C -3.2412 -4.8805 3.5517 -0.017 0.001 -0.004
H -1.6103 -0.5310 5.1232 -0.023 -0.024 0.011
C -2.1556 0.8207 -2.4752 0.074 -0.013 -0.099
C 1.5382 2.5306 1.4023 -0.051 0.008 -0.285
C -2.0779 -1.8987 -0.3041 0.051 0.108 0.108
H -3.1649 -1.0482 3.5595 0.000 0.023 -0.002
H -4.6234 0.3120 -1.8488 -0.001 0.021 -0.010
H 0.1491 -2.3898 -3.3078 -0.009 0.010 -0.007
O -1.1448 -0.9778 -0.1058 0.464 0.024 0.081
H 1.5609 4.2102 -2.7239 -0.025 -0.026 -0.040
C 2.7643 -1.7431 -1.1994 -0.147 0.048 0.168
C -0.4142 -3.3299 -1.5805 0.033 -0.073 -0.043
C -3.2611 1.6228 -0.0654 -0.060 0.010 0.033
P -1.6041 1.5912 -0.8898 0.177 -0.130 0.209
C -0.3608 1.0902 4.4022 -0.058 0.007 0.024
H 4.4066 -6.3453 -2.9006 0.000 -0.009 -0.006
C 0.2412 3.3643 -5.7021 0.063 -0.060 0.109
H -2.4471 -3.8457 -1.0136 0.005 0.029 -0.009
C -2.0849 -4.2149 3.1755 -0.006 0.007 0.042
C 2.0630 -4.0821 1.6379 0.216 -0.014 -0.108
C -1.5915 -3.2915 -0.6234 -0.139 -0.051 0.093
C 1.5954 5.5478 5.5327 -0.003 -0.084 -0.065
C 2.9418 -2.7641 -0.3209 0.193 0.025 -0.223
C -1.0244 -0.0777 4.3426 -0.081 0.152 -0.102
H -1.3151 -3.7582 0.3287 0.047 -0.007 -0.036
H 0.0825 4.8884 2.5882 -0.001 0.001 -0.022
N -2.9135 3.6925 -2.1915 0.001 0.025 -0.001
C -1.9797 -2.8182 3.2336 0.060 -0.034 -0.049
H 2.7351 -4.9240 1.5988 0.002 -0.027 -0.012
H 0.7217 0.3251 -4.3362 -0.003 -0.021 0.002
C -4.1290 3.5186 -1.2744 0.006 0.050 -0.044
C 3.6871 -4.6887 -1.7425 0.008 -0.027 -0.003
H -1.5453 4.0241 -0.6162 0.017 -0.013 -0.008
H -3.9440 4.1334 -0.3928 -0.019 -0.024 -0.006
C -0.7950 -2.0710 2.7769 -0.087 0.045 0.131
C 2.1974 3.4783 -0.5259 -0.062 -0.103 -0.090
H -5.3925 1.6957 -2.6654 0.002 -0.001 0.000
H 0.4558 -2.8799 -1.1110 -0.026 0.023 -0.006
```
Forces are in eV/Å.

Properties
E_tot = -5015.68366 Ha
M = 1410.44 g mol⁻¹
Highest occupied orbital energy = -5.36 eV
Relative energy (zero: lowest compared OMol25 entry of this formula, charge and spin) = 0.0 kcal per mole

Löwdin atomic charge list, values in e, 99 entries: atom 1 (I): 0.84, atom 2 (C): -0.16, atom 3 (N): -0.01, atom 4 (C): -0.23, atom 5 (H): 0.07, atom 6 (C): -0.14, atom 7 (Ti): 1.20, atom 8 (C): -0.19, atom 9 (C): -0.15, atom 10 (C): -0.76, atom 11 (H): 0.13, atom 12 (C): -0.18, atom 13 (H): 0.11, atom 14 (C): -0.19, atom 15 (C): -0.24, atom 16 (C): -0.01, atom 17 (C): -0.02, atom 18 (C): -0.15, atom 19 (H): 0.08, atom 20 (H): 0.09, atom 21 (H): 0.12, atom 22 (H): 0.10, atom 23 (H): 0.13, atom 24 (C): -0.75, atom 25 (C): -0.07, atom 26 (N): -0.01, atom 27 (N): 0.00, atom 28 (C): -0.15, atom 29 (H): 0.09, atom 30 (C): -0.28, atom 31 (C): -0.15, atom 32 (H): 0.14, atom 33 (O): 0.07, atom 34 (H): 0.09, atom 35 (C): -0.03, atom 36 (H): 0.18, atom 37 (H): 0.09, atom 38 (H): 0.08, atom 39 (C): -0.15, atom 40 (N): -0.14, atom 41 (H): 0.10, atom 42 (H): 0.08, atom 43 (H): 0.10, atom 44 (C): -0.10, atom 45 (H): 0.08, atom 46 (H): 0.09, atom 47 (H): 0.12, atom 48 (H): 0.14, atom 49 (C): -0.04, atom 50 (H): 0.10, atom 51 (C): -0.22, atom 52 (C): -0.08, atom 53 (H): 0.13, atom 54 (C): 0.01, atom 55 (C): -0.04, atom 56 (I): 0.84, atom 57 (I): 0.86, atom 58 (C): -0.05, atom 59 (H): 0.12, atom 60 (C): -0.17, atom 61 (N): -0.13, atom 62 (H): 0.08, atom 63 (C): -0.23, atom 64 (I): 0.86, atom 65 (H): 0.09, atom 66 (H): 0.11, atom 67 (N): 0.04, atom 68 (H): 0.09, atom 69 (C): -0.12, atom 70 (N): -0.04, atom 71 (C): -0.02, atom 72 (C): -0.24, atom 73 (C): -0.24, atom 74 (C): -0.04, atom 75 (C): -0.15, atom 76 (H): 0.11, atom 77 (C): -0.26, atom 78 (C): -0.24, atom 79 (C): -0.57, atom 80 (H): 0.11, atom 81 (H): 0.14, atom 82 (H): 0.06, atom 83 (O): -0.24, atom 84 (H): 0.08, atom 85 (C): -0.23, atom 86 (C): -0.26, atom 87 (C): -0.27, atom 88 (P): 1.10, atom 89 (C): 0.01, atom 90 (H): 0.09, atom 91 (C): -0.78, atom 92 (H): 0.13, atom 93 (C): -0.03, atom 94 (C): -0.01, atom 95 (C): -0.08, atom 96 (C): -0.75, atom 97 (C): -0.09, atom 98 (C): 0.00, atom 99 (H): 0.11



(2)
Entry from OMol25: a structure of composition C12H19ClIN4O5Ru (the ωB97M-V functional and the def2-TZVPD basis).

```
43
Properties=species:S:1:pos:R:3:forces:R:3
H 3.2009 -1.0031 0.6265 -0.306 -0.159 -0.401
C -1.7030 -0.0159 -0.4220 -4.314 -1.346 -1.708
Cl -0.1214 -0.6938 3.3078 -0.443 -0.142 -3.951
O 1.2324 -0.3161 3.6677 -1.032 -0.066 0.646
C 0.8731 -3.8607 -1.4587 0.322 0.650 0.752
H -1.5549 -4.3159 -0.6826 0.032 0.131 -0.116
O 0.0273 -1.5789 1.8679 -0.318 0.187 5.104
C 0.3460 3.6472 1.7747 -0.277 0.288 0.294
H 2.1731 0.9231 0.9652 -0.167 0.616 0.352
C -2.3287 2.9404 -0.5044 -0.121 -0.229 0.166
H -1.9465 -2.8438 -1.6360 0.047 -0.064 0.314
H -2.0424 0.9899 -2.8133 0.009 -2.239 2.693
C 3.0627 -1.1872 -0.4535 0.172 0.359 0.021
C 2.1148 -3.3212 -1.3638 -0.773 0.249 0.319
H 2.3763 1.9313 2.4497 0.007 -0.152 -0.213
H 3.0693 -3.6939 -1.6764 0.138 -0.060 -0.077
H -1.6117 4.6431 1.5095 0.127 -0.123 -0.114
H -1.8865 -2.8016 0.1549 0.427 0.170 -0.302
H -2.7705 3.9295 -0.3516 0.167 -0.065 -0.222
H 0.5422 -4.7981 -1.8644 -0.019 -0.070 -0.012
C -1.5758 -0.0909 -2.5031 -3.324 -2.846 3.733
H 3.9764 -1.6602 -0.8238 -0.079 0.129 -0.055
H 0.9168 4.1520 2.5340 -0.133 0.199 0.017
N -0.0026 -2.9568 -0.8388 0.830 0.184 -0.707
H 2.8692 2.5742 0.8431 0.084 -0.001 0.090
C -1.4300 -3.2297 -0.7458 -0.281 0.117 -0.070
N 1.9605 -2.0845 -0.7259 -0.395 -0.696 -0.780
N 0.8182 2.5046 1.1865 -0.360 0.389 -0.190
C -0.9061 3.8547 1.2844 0.608 0.242 0.162
H -2.0167 2.8179 -1.5455 -0.096 0.050 0.157
H 2.9070 -0.2251 -0.9684 0.066 -0.357 0.195
H -2.5588 -0.6072 -2.7111 0.538 -0.037 0.115
O -2.9208 -0.1415 -0.3058 2.419 0.432 0.413
Ru -0.0629 -0.0204 0.6795 0.293 0.525 -4.828
I -0.8874 1.2942 -4.0736 3.459 4.094 -6.208
H -3.0889 2.2001 -0.2442 0.256 -0.060 -0.098
N -1.1670 2.8584 0.3725 0.704 0.390 0.292
O -0.7806 -1.6188 4.1588 -0.181 0.348 1.474
C -0.1077 1.9646 0.3341 -0.032 0.871 0.063
H -0.8177 -0.8403 -2.8263 -0.283 1.179 0.483
C 0.6471 -1.7997 -0.4954 0.259 -0.510 0.308
C 2.1408 1.9520 1.3802 0.243 0.189 -0.008
O -0.9658 0.5284 2.9372 1.722 -2.770 1.896
```
Forces are in eV/Å.

Properties
Spin multiplicity = 6
E_tot = -1915.94280 Ha
M = 562.73 g mol⁻¹
Highest occupied orbital energy (alpha / beta) = 2.57 / -1.25 eV
Net charge = -2

Quick look at the Löwdin charges, all values in e: atom 1 (H): 0.08, atom 2 (C): -0.39, atom 3 (Cl): 0.78, atom 4 (O): -0.37, atom 5 (C): -0.07, atom 6 (H): 0.08, atom 7 (O): -0.56, atom 8 (C): -0.10, atom 9 (H): 0.03, atom 10 (C): -0.05, atom 11 (H): 0.08, atom 12 (H): -0.23, atom 13 (C): -0.07, atom 14 (C): -0.08, atom 15 (H): 0.08, atom 16 (H): 0.09, atom 17 (H): 0.10, atom 18 (H): 0.09, atom 19 (H): 0.08, atom 20 (H): 0.10, atom 21 (C): -0.71, atom 22 (H): 0.08, atom 23 (H): 0.10, atom 24 (N): -0.12, atom 25 (H): 0.08, atom 26 (C): -0.04, atom 27 (N): -0.14, atom 28 (N): -0.18, atom 29 (C): -0.09, atom 30 (H): 0.05, atom 31 (H): 0.09, atom 32 (H): 0.01, atom 33 (O): -0.15, atom 34 (Ru): 0.91, atom 35 (I): -0.24, atom 36 (H): 0.07, atom 37 (N): -0.12, atom 38 (O): -0.34, atom 39 (C): -0.25, atom 40 (H): -0.03, atom 41 (C): -0.16, atom 42 (C): -0.09, atom 43 (O): -0.40



(3)
Entry from OMol25: a cluster of 2 separate species, C4H9N2O in total (the ωB97M-V functional and the def2-TZVPD basis).

```
16
Properties=species:S:1:pos:R:3:forces:R:3
N 0.3621 0.5652 2.1945 -1.202 1.576 -0.468
H 0.8089 1.1425 -0.7384 1.093 0.186 0.371
C 1.5059 -1.1638 0.3581 -0.027 3.129 2.784
H -0.6114 2.1075 1.0669 -1.801 3.042 -1.591
H 1.7459 -2.1632 0.2177 1.061 -1.535 -1.041
H 1.3888 -1.0428 1.4764 -0.594 -0.502 -0.803
O -0.7760 -1.5688 -0.0565 -0.441 -3.128 -0.420
N 0.2790 -0.7843 -0.2528 -0.414 4.015 -1.053
C -0.2043 1.3388 1.5393 2.687 -3.488 3.807
H -1.6356 0.0535 -1.8461 0.403 1.227 0.428
C -1.2736 0.9234 -1.2094 -1.314 -0.786 -0.201
H 2.1638 -0.2772 0.2751 0.537 -1.269 -0.965
H -0.4708 -2.5365 -0.2306 -0.779 2.142 0.397
C -0.0097 0.4912 -0.5771 0.490 -3.465 -1.515
H -1.1997 1.8992 -1.7611 0.170 -1.171 0.483
H -2.0733 1.0153 -0.4560 0.131 0.027 -0.212
```
Forces are in eV/Å.

Properties
E_tot = -342.15710 Ha
M = 101.13 g mol⁻¹
Highest occupied orbital energy = -15.33 eV
Relative energy (zero: lowest compared OMol25 entry of this formula, charge and spin) = 125.6 kcal per mole
Net charge = +1

Quick look at the Löwdin charges, all values in e: atom 1 (N): 0.17, atom 2 (H): 0.14, atom 3 (C): 0.01, atom 4 (H): 0.06, atom 5 (H): 0.09, atom 6 (H): 0.10, atom 7 (O): 0.08, atom 8 (N): -0.22, atom 9 (C): 0.00, atom 10 (H): 0.13, atom 11 (C): -0.02, atom 12 (H): 0.13, atom 13 (H): 0.21, atom 14 (C): -0.11, atom 15 (H): 0.12, atom 16 (H): 0.10